C30H29N3O3PdSTe | ωB97M-V/def2-TZVPD

Last column: Mulliken charge in e.
Element x y z (Å)
Pd: -0.42001 -0.41464 -0.16371  0.0022
O: -2.74671 0.17341 1.33420  -0.3604
C: -3.25559 -1.12075 1.35750  -0.6876
C: -2.97200 -1.93198 0.10534  0.7819
C: -3.25028 -3.28947 0.06735  -0.8546
C: -3.00072 -4.00168 -1.09678  -0.2339
C: -2.52617 -3.30539 -2.19838  -1.0020
C: -2.29046 -1.94682 -2.07931  -0.0563
N: -2.45801 -1.26746 -0.93945  0.1742
H: -1.78857 0.09323 0.92022  -0.0446
H: -4.34495 -1.04136 1.48320  0.3556
H: -2.87175 -1.69155 2.22023  0.2083
H: -3.64050 -3.78151 0.95055  0.3671
H: -3.18533 -5.06811 -1.14653  0.3720
H: -2.34504 -3.80198 -3.14382  0.3818
H: -1.95232 -1.36559 -2.92857  0.2845
O: 0.29177 -0.25223 -2.82640  -0.5785
S: 0.06580 1.16274 -2.64208  1.5797
O: 0.72552 1.98411 -3.65304  -0.8337
N: 0.35982 1.60136 -1.15375  -0.2954
C: 0.11395 2.87229 -0.72633  -0.3231
C: -0.02615 3.99210 -1.55380  -0.2741
C: -0.13741 5.27858 -1.01937  -0.8271
C: -0.10599 5.51134 0.33265  -0.7347
C: -0.04990 4.41944 1.22212  0.8925
C: -0.08200 4.54997 2.62871  -0.7396
C: -0.17454 3.43110 3.41108  -0.7300
C: -0.25000 2.17217 2.79020  -0.2298
N: -0.15313 2.01702 1.49574  0.0400
C: -0.01224 3.09276 0.70561  0.1951
C: -1.69299 1.45436 -2.93502  0.3159
C: -2.07778 1.53629 -4.26642  -0.7509
C: -3.40231 1.78783 -4.58983  -0.5730
C: -4.33460 1.95178 -3.57177  -0.4295
C: -3.94189 1.86381 -2.24413  -0.7027
C: -2.61630 1.61100 -1.91480  0.3429
H: -0.00881 3.84637 -2.62417  0.4917
H: -0.23371 6.12027 -1.69818  0.3476
H: -0.15188 6.52148 0.72698  0.3161
H: -0.04783 5.54090 3.07121  0.3515
H: -0.24069 3.51110 4.49003  0.3384
H: -0.39579 1.26542 3.36993  0.3782
H: -1.31641 1.40871 -5.02522  0.3898
H: -3.70537 1.85557 -5.62846  0.3771
H: -5.37114 2.15304 -3.81939  0.3514
H: -4.67427 1.99183 -1.45647  0.4127
H: -2.30939 1.52207 -0.88071  0.0489
C: 6.64816 -3.13218 1.60430  -1.4039
C: 5.16276 -2.87260 1.64448  0.7603
C: 4.40591 -2.82914 0.48399  -1.2546
C: 3.03844 -2.55636 0.49083  1.3035
C: 2.34303 -2.51165 -0.82455  -1.3011
C: 2.36918 -2.30478 1.71610  -0.3799
Te: 0.26153 -1.94551 1.86262  -0.1816
C: 3.14383 -2.36256 2.88902  1.3974
C: 2.52553 -2.09008 4.23405  -1.6640
C: 4.50467 -2.64340 2.84158  -1.0349
H: 6.99461 -3.20030 0.57201  0.3293
H: 6.91187 -4.06294 2.11549  0.2886
H: 7.19844 -2.32264 2.09118  0.3132
H: 4.89763 -3.01108 -0.46830  0.1326
H: 3.01042 -2.75896 -1.65404  0.2843
H: 1.95719 -1.50163 -0.98539  0.1736
H: 1.48015 -3.17928 -0.85476  0.2946
H: 2.16150 -1.06147 4.28024  0.2420
H: 3.25526 -2.24342 5.03374  0.3450
H: 1.66628 -2.74242 4.39785  0.3107
H: 5.06772 -2.68057 3.77259  0.2093

Computed properties:
Relative energy (zero: lowest compared OMol25 entry of this formula, charge and spin): 25.0 kcal/mol
HOMO: 0.0033 Ha
Charge: -2
Molecular weight: 745.667 g mol⁻¹
LUMO level: 4.55 eV
Spin multiplicity: 1

C30H29N8O5SSeY | ωB97M-V/def2-TZVPD

Last column: Mulliken charge in e.
Element x y z (Å)
Y: 0.09572 -0.30071 0.21032  -0.0638
O: 3.08359 1.77804 2.56874  -0.7811
C: 2.07897 1.37198 1.99270  -0.4701
N: 2.00652 0.42206 1.03427  0.6479
C: 3.26748 -0.06014 0.49788  -1.0938
C: 3.13788 -0.35863 -0.97834  0.5141
C: 4.26281 -0.47822 -1.77837  -0.9818
C: 4.11141 -0.78479 -3.11606  -0.3597
C: 2.83642 -0.98349 -3.62754  -1.0292
C: 1.76637 -0.84598 -2.77456  -0.2103
N: 1.90595 -0.52529 -1.47957  0.7482
C: 0.73434 2.00120 2.34660  0.7897
C: 0.67595 2.93811 3.36122  -0.7172
C: -0.53831 3.53412 3.64784  -0.4823
C: -1.65833 3.17805 2.90494  -0.8669
C: -1.51079 2.24237 1.91004  -0.2925
N: -0.34202 1.66343 1.62532  0.6716
H: 4.05628 0.66389 0.66991  0.6275
H: 3.57883 -0.97667 1.00359  0.1717
H: 5.24487 -0.33126 -1.34355  0.4999
H: 4.98049 -0.86779 -3.75911  0.4042
H: 2.67293 -1.23449 -4.66727  0.4398
H: 0.75297 -1.00270 -3.12311  0.2847
H: 1.58903 3.17583 3.89304  0.5375
H: -0.61625 4.26817 4.44194  0.4226
H: -2.63278 3.61451 3.09633  0.4725
H: -2.36135 1.93018 1.31426  0.4006
O: -5.22194 -2.78692 -3.86222  -0.7120
C: -4.55524 -3.56526 -3.12426  0.2794
O: -4.56150 -4.80707 -2.96765  -0.7063
C: -3.54986 -2.81810 -2.25824  0.6473
C: -3.87534 -1.55795 -1.75919  -0.8623
C: -2.93152 -0.84015 -1.07688  -0.8095
N: -1.69267 -1.30408 -0.85785  0.7702
C: -1.38711 -2.54947 -1.28085  0.6067
C: -2.28315 -3.32448 -1.97871  -0.9572
C: -0.01014 -3.08440 -0.89248  0.0571
O: 0.45392 -4.04972 -1.44724  -0.6747
O: 0.56233 -2.41865 0.10404  -0.1913
H: -4.85978 -1.15325 -1.96048  0.4712
H: -3.14536 0.15765 -0.70655  0.4229
H: -2.00136 -4.31798 -2.30004  0.6255
C: -1.51547 4.87386 -1.71103  -0.8395
N: -2.24503 3.83116 -2.44672  0.1894
C: -3.43834 4.01922 -3.14542  -0.5534
C: -3.74091 2.84280 -3.71072  -0.4222
N: -2.73258 1.94722 -3.35537  0.3391
C: -2.65115 0.55406 -3.85212  -0.9937
C: -1.81388 2.56441 -2.58724  -0.0730
Se: -0.24985 1.87660 -1.87348  -0.2546
H: -1.87220 5.84161 -2.04708  0.3226
H: -0.45615 4.78038 -1.90997  0.3496
H: -1.67587 4.77250 -0.64095  0.2624
H: -3.95435 4.96833 -3.16649  0.4403
H: -4.58166 2.54692 -4.32117  0.4826
H: -3.05297 0.52563 -4.86055  0.4340
H: -3.21398 -0.12471 -3.22492  0.3406
H: -1.61102 0.25287 -3.86143  0.1993
C: 2.88795 -3.89988 2.48298  -1.4822
C: 2.21388 -2.74189 3.14928  0.8145
C: 2.77905 -1.90778 4.05845  -0.9784
C: 1.99950 -0.85831 4.56476  1.2135
N: 0.74361 -0.63214 4.16570  -0.4059
C: 0.20435 -1.45031 3.23166  0.1862
S: -1.35482 -1.22510 2.55049  -0.3911
N: 0.92928 -2.51318 2.80739  0.1524
C: 2.58889 0.11079 5.54748  -1.3438
H: 3.95930 -3.88416 2.67520  0.3808
H: 2.70508 -3.86866 1.40345  0.3190
H: 2.47819 -4.84089 2.86106  0.3993
H: 3.80718 -2.04378 4.36756  0.4313
H: 0.52701 -3.02530 2.03512  0.2238
H: 3.33491 -0.36565 6.18598  0.4617
H: 1.79953 0.55783 6.14932  0.3394
H: 3.08222 0.90356 4.97586  0.2056

Computed properties:
Relative energy (zero: lowest compared OMol25 entry of this formula, charge and spin): 31.3 kcal/mol
HOMO: -0.2754 Ha
Molecular weight: 781.546 g mol⁻¹
LUMO level: -0.42 eV
Spin multiplicity: 1